{"formula": "C8H14BrClO4PS", "method": "the ωB97M-V functional and the def2-TZVPD basis", "symbols": ["C", "C", "O", "O", "C", "C", "C", "C", "S", "C", "C", "O", "Cl", "P", "O", "Br", "H", "H", "H", "H", "H", "H", "H", "H", "H", "H", "H", "H", "H", "H"], "coordinates": [[0.33125, 0.95254, 3.65671], [-0.06126, -0.59169, 3.43841], [0.09385, -1.38995, 4.40856], [-0.53304, -1.16207, 2.21409], [-1.50313, -0.24326, 1.62057], [-2.27824, -0.98863, 0.40311], [-1.94642, -0.27675, -0.99821], [-0.75796, -0.96603, -1.82873], [0.95490, -0.47579, -1.25467], [1.41143, 1.23199, -1.82052], [1.02391, 2.40441, -0.80166], [1.78985, 2.78034, 0.12840], [-0.56428, 3.34816, -0.93080], [2.25639, -1.85907, -2.34132], [3.86430, -1.27629, -2.29701], [1.50376, -1.66019, -4.50549], [0.71182, 1.04396, 4.72694], [-0.50021, 1.69066, 3.39446], [1.21971, 1.16206, 2.95122], [-0.89202, 0.60636, 1.13830], [-2.23093, 0.20572, 2.39811], [-3.40614, -0.88570, 0.64393], [-2.08005, -2.12617, 0.38514], [-2.89039, -0.32937, -1.65773], [-1.74391, 0.83355, -0.81561], [-0.85274, -0.68369, -2.94043], [-0.80515, -2.12052, -1.78909], [0.93721, 1.49260, -2.83887], [2.55463, 1.29929, -1.97909], [4.39284, -2.01645, -2.70873]], "atomic_forces_ev_per_a": [[0.416, -0.706, -1.110], [0.711, -2.841, 4.012], [-0.524, 3.263, -4.296], [-0.457, 2.377, 1.524], [0.149, 0.135, -1.441], [-0.415, 0.377, 0.772], [-0.470, -0.379, 0.397], [-1.271, -0.086, -1.400], [0.148, 1.364, 0.448], [-0.356, 2.008, -1.387], [2.771, 1.829, 4.273], [-3.440, -2.285, -4.709], [1.571, -1.473, -0.427], [1.715, -1.315, -1.194], [-2.488, -0.820, -0.563], [0.527, 0.368, 1.117], [-0.828, -0.165, -1.546], [1.129, -1.114, 0.525], [-1.349, -0.207, 0.992], [-1.015, -0.867, 0.850], [1.182, -0.937, -1.226], [1.822, -0.112, -0.693], [-0.054, 1.877, 0.090], [1.648, -0.022, 0.761], [-0.212, -1.533, -0.411], [0.394, -0.316, 1.679], [0.332, 1.817, 0.238], [0.540, -0.714, 1.546], [-1.767, -0.432, 0.626], [-0.409, 0.908, 0.553]], "homo_ev": -12.6, "orbital_gap_ev": 8.03, "charge": 1, "e_above_lowest_kj_mol": 0.0, "e_lumo_ev": -4.62, "largest_force_ev_per_a": 6.26, "e_tot_ha": -4387.60389}